Record 1
{"formula": "C6H14N5", "method": "ωB97M-V/def2-TZVPD", "spin_multiplicity": 1, "orbital_gap_ev": 9.9, "energy_ha": -510.47370, "total_charge": 1, "homo_energy_ev": -12.688, "de_lowest_kcal_mol": 90.6, "e_lumo_ev": -2.77, "symbols": ["C", "C", "C", "C", "C", "C", "N", "N", "N", "N", "N", "H", "H", "H", "H", "H", "H", "H", "H", "H", "H", "H", "H", "H", "H"], "coordinates": [[-0.25758, -1.08319, -0.00577], [2.27306, 0.07812, 0.30964], [0.39661, -0.15958, -1.00444], [0.09364, 1.36792, -0.78155], [-2.02978, 0.33422, 0.67199], [0.26742, -2.43277, 0.29704], [-1.15550, -0.64380, 0.71027], [1.76181, -0.41419, -0.92545], [-1.09840, 1.62638, -0.31520], [-3.21722, 0.16646, 0.09689], [1.55513, 1.39134, 0.60935], [2.03127, -0.61870, 1.15468], [3.29719, 0.45237, 0.23964], [0.00224, -0.36977, -1.97713], [0.53660, 2.11955, -1.44137], [-2.31293, 0.69008, 1.69166], [1.16123, -2.85174, -0.33270], [-0.57715, -3.17894, 0.22982], [0.54127, -2.58038, 1.33052], [2.30160, -0.19661, -1.77532], [-1.55339, 2.49922, -0.38782], [-3.32790, -0.59149, -0.60689], [-3.90968, 0.85526, -0.03031], [1.09564, 1.37385, 1.48534], [2.12483, 2.16640, 0.75709]], "forces_ev_per_a": [[1.207, 0.737, -0.580], [-0.133, 1.877, 0.881], [-0.418, 0.943, -0.195], [-1.572, -0.674, 0.229], [0.019, 3.136, 1.170], [0.948, -2.971, -1.428], [-1.934, -2.479, 2.034], [2.304, -0.243, -1.344], [-0.106, -1.635, 1.001], [-1.356, -3.409, -2.958], [-0.825, -1.719, -0.277], [0.689, 0.562, -0.732], [0.190, -1.291, 0.053], [-0.121, -0.257, -0.817], [0.275, -0.475, 0.052], [1.466, 1.028, -0.609], [-1.845, 1.181, 0.966], [0.700, 0.818, -0.311], [0.220, 0.532, 0.466], [-0.343, 0.012, 0.904], [0.051, 1.265, -0.176], [0.373, 0.992, 0.687], [-0.425, 1.035, 0.554], [-1.094, -0.538, 0.986], [1.729, 1.573, -0.556]], "mulliken_charge": [0.5517, -0.6194, 0.0390, -0.3463, 0.0860, -1.3727, -0.4069, -0.2909, -0.3205, -0.4022, -0.4160, 0.2389, 0.4418, 0.5596, 0.4754, 0.2044, 0.3102, 0.3980, 0.3834, 0.3287, 0.2253, 0.2358, 0.1937, 0.2414, 0.2616]}



Record 2
{"formula": "C6H14NO", "method": "ωB97M-V/def2-TZVPD", "spin_multiplicity": 1, "orbital_gap_ev": 5.8, "smiles": "CCN(CC)CC[O-]", "energy_ha": -366.93838, "total_charge": -1, "homo_energy_ev": -2.093, "de_lowest_kcal_mol": 39.7, "e_lumo_ev": 3.73, "symbols": ["C", "C", "N", "C", "C", "C", "C", "O", "H", "H", "H", "H", "H", "H", "H", "H", "H", "H", "H", "H", "H", "H"], "coordinates": [[2.50226, 0.53063, -0.16611], [1.42088, -0.04310, -1.12991], [0.20289, -0.21047, -0.32204], [-0.77330, -1.12957, -0.91845], [-0.27264, -2.55644, -0.70273], [-0.44075, 1.11136, 0.03017], [-0.87647, 1.08912, 1.58102], [-2.13613, 1.49802, 1.80418], [2.29718, 1.57255, 0.06649], [2.27459, 0.04593, 0.77387], [3.48753, 0.17023, -0.50088], [1.87716, -0.87462, -1.65324], [1.22367, 0.60459, -2.01961], [-1.72422, -0.92391, -0.38977], [-0.91384, -0.97569, -1.97620], [0.48689, -2.80124, -1.44622], [-1.04201, -3.32104, -0.71532], [0.18570, -2.68562, 0.27611], [-1.36539, 1.19923, -0.55559], [0.23552, 1.96598, -0.21557], [-0.70958, 0.05882, 1.92359], [-0.11648, 1.82685, 1.91230]], "forces_ev_per_a": [[-0.862, -0.995, -0.583], [0.016, 1.599, 0.270], [0.182, 0.264, -1.269], [0.331, -0.070, 1.732], [0.045, -0.284, 0.146], [-0.014, -1.250, 0.046], [-0.863, 1.268, -1.463], [0.016, 0.055, -0.084], [0.800, 0.260, -0.452], [0.173, -0.373, 0.317], [-0.021, 1.014, 0.185], [-0.505, -1.158, 0.567], [0.067, 0.342, 0.494], [0.393, -0.343, -0.311], [-0.246, 0.360, -0.759], [-0.007, -0.155, -0.040], [-0.381, -0.058, -0.455], [0.110, 0.389, 0.116], [0.066, 0.261, 0.009], [-0.446, -0.651, 0.173], [0.671, -0.196, 0.185], [0.475, -0.279, 1.174]], "mulliken_charge": [-1.1836, -0.7099, 0.4831, -0.7600, -1.2758, -0.8677, -0.4295, -0.9152, 0.3299, 0.3163, 0.3521, 0.3975, 0.3046, 0.5176, 0.3152, 0.2810, 0.4033, 0.3006, 0.3646, 0.4457, 0.1621, 0.1681]}



Record 3
{"formula": "C6H14NO", "method": "ωB97M-V/def2-TZVPD", "spin_multiplicity": 1, "orbital_gap_ev": 5.3, "smiles": "CCCN(C)CC[O-]", "energy_ha": -366.90946, "total_charge": -1, "homo_energy_ev": -2.008, "de_lowest_kcal_mol": 57.9, "e_lumo_ev": 3.29, "symbols": ["C", "C", "C", "N", "C", "C", "C", "O", "H", "H", "H", "H", "H", "H", "H", "H", "H", "H", "H", "H", "H", "H"], "coordinates": [[1.29396, 1.44746, 0.17966], [1.55407, 2.73129, 1.06455], [0.02279, 0.74799, 0.58967], [-0.33111, -0.40422, -0.45167], [0.86545, -1.26731, -0.89260], [-1.39249, -1.18642, 0.18235], [-2.15739, -2.04292, -0.99370], [-3.07591, -2.82540, -0.44504], [1.22308, 1.71831, -0.88653], [2.08308, 0.64350, 0.24860], [1.68164, 2.67174, 2.16187], [2.15399, 3.51619, 0.69335], [0.66333, 3.45834, 0.97246], [-0.87546, 1.47582, 0.54827], [0.05259, 0.40458, 1.66254], [1.55870, -0.75826, -1.46056], [0.48113, -2.04040, -1.51371], [1.31955, -1.73657, 0.08382], [-2.19982, -0.62886, 0.57753], [-1.05138, -1.96702, 0.91193], [-1.28663, -2.67378, -1.46841], [-2.58316, -1.28405, -1.76437]], "forces_ev_per_a": [[0.894, 0.216, 0.897], [-2.734, 0.781, -0.150], [-1.696, -0.667, -1.475], [1.515, 1.705, 1.984], [-2.463, -0.302, 4.340], [0.326, -2.533, -3.031], [0.624, -0.397, 1.113], [-0.449, -0.144, -0.133], [0.027, 0.082, 0.396], [-0.282, 1.240, 0.095], [0.188, -0.630, -0.655], [2.154, 0.065, -0.675], [0.126, -1.632, 0.281], [1.309, -1.141, -0.064], [0.202, -0.130, -0.906], [1.567, 1.515, -0.867], [-0.417, -0.673, -0.197], [-0.319, 0.565, -1.757], [-0.424, 1.088, 0.638], [-0.034, 0.641, -0.298], [-0.966, 0.886, -0.113], [0.852, -0.533, 0.578]], "mulliken_charge": [-0.1574, -1.2764, -0.6008, 0.0244, -1.0801, -0.7155, -0.2027, -0.8875, 0.2235, 0.2471, 0.3028, 0.4337, 0.2885, 0.2760, 0.2702, 0.3566, 0.4019, 0.2573, 0.3902, 0.2740, 0.0122, 0.1622]}



Record 4
{"formula": "C6H14NO", "method": "ωB97M-V/def2-TZVPD", "spin_multiplicity": 1, "orbital_gap_ev": 5.7, "smiles": "CCN(C)[C@H](C)C[O-]", "energy_ha": -366.90636, "total_charge": -1, "homo_energy_ev": -2.050, "de_lowest_kcal_mol": 59.8, "e_lumo_ev": 3.64, "symbols": ["C", "C", "N", "C", "C", "C", "C", "O", "H", "H", "H", "H", "H", "H", "H", "H", "H", "H", "H", "H", "H", "H"], "coordinates": [[-0.06575, -2.71013, 0.55264], [0.54186, -1.51789, -0.24261], [-0.07714, -0.30958, 0.33435], [0.94378, 0.15703, 1.37556], [0.48219, 1.52967, -1.51527], [-0.48823, 0.74293, -0.59807], [-1.58267, 1.76969, 0.10980], [-2.33831, 2.44825, -0.77641], [0.53921, -2.56528, 1.50451], [-1.07703, -2.49704, 0.78099], [-0.05095, -3.70448, 0.14620], [1.55953, -1.71491, -0.18310], [0.31365, -1.71305, -1.27168], [1.59870, 1.06695, 1.01330], [0.48983, 0.47107, 2.43913], [1.68273, -0.60103, 1.56023], [0.92209, 0.83543, -2.22681], [-0.03684, 2.19986, -2.22553], [1.04256, 2.18178, -0.89288], [-1.14914, 0.22731, -1.30716], [-0.96261, 2.53543, 0.69636], [-2.28744, 1.16800, 0.72645]], "forces_ev_per_a": [[1.615, 1.395, 1.499], [-3.476, -1.584, -0.285], [3.579, 0.610, 0.975], [-0.795, 2.628, 0.716], [-1.488, -0.687, -0.128], [-2.784, 0.998, -0.601], [0.361, 0.628, -1.290], [0.380, -0.107, -0.474], [-1.044, -1.150, -0.582], [-1.057, 0.371, 0.248], [0.718, -0.474, -0.301], [2.391, 0.735, 0.239], [-0.531, 0.674, -0.882], [-1.443, -1.438, 0.534], [0.677, -0.648, -2.495], [0.105, -0.599, 0.217], [1.228, -0.081, 0.400], [-0.619, -0.258, 0.844], [1.521, 0.348, 0.183], [-0.100, -0.113, 0.155], [-0.143, -0.917, 0.390], [0.905, -0.332, 0.638]], "mulliken_charge": [-1.1440, -0.7846, 0.2058, -1.0747, -1.3005, -0.0292, -0.6197, -0.8917, 0.1915, 0.3485, 0.3959, 0.5366, 0.4532, 0.2796, 0.1807, 0.5004, 0.3218, 0.3566, 0.3602, 0.3152, 0.1346, 0.2639]}



Record 5
{"formula": "C6H14NO", "method": "ωB97M-V/def2-TZVPD", "spin_multiplicity": 1, "orbital_gap_ev": 3.0, "energy_ha": -366.70525, "total_charge": -1, "homo_energy_ev": -1.059, "de_lowest_kcal_mol": 186.0, "e_lumo_ev": 1.95, "symbols": ["C", "C", "N", "C", "C", "C", "C", "O", "H", "H", "H", "H", "H", "H", "H", "H", "H", "H", "H", "H", "H", "H"], "coordinates": [[0.17981, -0.10649, 4.12340], [0.55954, -1.00637, 2.94684], [-0.29980, -0.84620, 1.82149], [0.40178, -1.05010, 0.51654], [0.42686, -0.03310, -0.45683], [0.64613, 0.83450, -3.45088], [-0.83668, 0.77923, -3.24877], [-1.57623, 1.43616, -2.28421], [1.02721, -0.00510, 4.90239], [-0.80917, -0.33846, 4.56678], [0.17936, 0.89578, 3.62018], [1.52473, -0.53289, 2.67092], [0.93965, -2.04367, 3.24260], [-0.06274, -1.90563, 0.07982], [1.41975, -1.36657, 0.85998], [1.16309, -0.18153, -1.26860], [-0.57646, 0.18150, -0.86163], [0.75872, 1.01454, -0.20125], [0.99550, 1.88013, -3.61378], [1.19865, 0.00894, -4.01944], [-0.01616, -0.06129, -2.77475], [-1.29827, 0.38239, -4.26174]], "forces_ev_per_a": [[0.773, 0.868, 0.271], [1.346, 0.699, -1.038], [-0.472, 0.114, -0.687], [0.629, -2.614, 5.614], [0.257, 4.504, -2.618], [-1.756, -0.633, -1.716], [-3.694, 3.667, -0.419], [4.064, -3.070, -5.313], [-1.341, -0.616, -0.786], [0.553, 0.230, -0.061], [-0.589, -0.630, 0.672], [0.614, -0.144, 0.019], [-0.871, 0.210, 0.155], [-0.228, -1.193, -0.795], [-0.004, 0.068, -0.880], [-0.360, -0.773, 0.193], [0.412, -0.347, 0.116], [-0.281, -0.823, 0.774], [0.638, -0.865, 2.206], [-1.372, 1.466, 0.099], [1.713, 0.159, 1.760], [-0.030, -0.279, 2.434]], "mulliken_charge": [-0.9906, -0.3954, -0.7775, -0.4679, -0.7732, -0.6828, 0.2315, -0.5574, 0.2898, 0.2953, 0.2275, 0.1747, 0.2738, 0.0313, 0.4666, 0.3070, 0.1501, 0.1708, 0.3074, 0.2543, 0.2187, 0.2460]}



Record 6
{"formula": "C6H14NO", "method": "ωB97M-V/def2-TZVPD", "spin_multiplicity": 1, "orbital_gap_ev": 6.4, "smiles": "CNCCCCC[O-]", "energy_ha": -366.93958, "total_charge": -1, "homo_energy_ev": -2.309, "de_lowest_kcal_mol": 38.9, "e_lumo_ev": 4.06, "symbols": ["C", "O", "C", "C", "C", "C", "N", "C", "H", "H", "H", "H", "H", "H", "H", "H", "H", "H", "H", "H", "H", "H"], "coordinates": [[1.92584, 0.59342, -1.24663], [1.78655, 1.80680, -0.70993], [1.66978, -0.59970, -0.15265], [0.55128, -1.63361, -0.56279], [-0.81103, -0.96337, -0.84849], [-1.26600, 0.27778, -0.11290], [-1.41798, 0.07198, 1.35065], [-1.37535, 1.34915, 2.03959], [2.97625, 0.40900, -1.62056], [1.13275, 0.40841, -2.00988], [1.45862, 0.00637, 0.72287], [2.51187, -1.30544, -0.15686], [0.85373, -2.24802, -1.40272], [0.27554, -2.19092, 0.35147], [-0.90582, -0.61324, -1.88936], [-1.64268, -1.69680, -0.95660], [-0.52753, 1.09759, -0.22176], [-2.13755, 0.60517, -0.69008], [-0.69442, -0.58630, 1.61831], [-2.32112, 1.86441, 1.77893], [-1.38809, 1.29274, 3.12122], [-0.65464, 2.05459, 1.59818]], "forces_ev_per_a": [[-0.204, -0.565, 1.193], [-0.032, 0.397, 0.297], [-0.320, -0.654, -2.518], [-1.424, 2.232, 1.879], [-0.835, -0.120, -2.304], [1.160, 0.158, 0.702], [-0.655, -0.312, -0.656], [-1.130, 0.670, -1.100], [-0.503, -0.166, -0.452], [0.527, -0.279, -0.606], [0.132, -0.521, 0.518], [0.543, 0.738, 0.888], [0.061, -0.285, 0.085], [0.783, -0.724, -0.437], [0.846, 0.090, -0.084], [0.365, -0.064, 0.980], [0.076, -0.390, -0.429], [-0.580, 0.096, 0.878], [0.098, 0.455, 0.215], [0.020, -0.235, 0.226], [0.473, -0.203, 0.155], [0.598, -0.318, 0.572]], "mulliken_charge": [-0.4437, -0.9032, -0.4984, -0.8085, -0.9444, -0.3196, -0.4831, -0.8436, 0.2829, 0.0870, 0.1636, 0.4362, 0.3665, 0.3230, 0.4241, 0.3904, 0.2128, 0.3024, 0.2982, 0.2965, 0.3563, 0.3045]}



What did the fourth record say?
{"formula": "C6H14NO", "method": "ωB97M-V/def2-TZVPD", "spin_multiplicity": 1, "orbital_gap_ev": 5.7, "smiles": "CCN(C)[C@H](C)C[O-]", "energy_ha": -366.90636, "total_charge": -1, "homo_energy_ev": -2.050, "de_lowest_kcal_mol": 59.8, "e_lumo_ev": 3.64, "symbols": ["C", "C", "N", "C", "C", "C", "C", "O", "H", "H", "H", "H", "H", "H", "H", "H", "H", "H", "H", "H", "H", "H"], "coordinates": [[-0.06575, -2.71013, 0.55264], [0.54186, -1.51789, -0.24261], [-0.07714, -0.30958, 0.33435], [0.94378, 0.15703, 1.37556], [0.48219, 1.52967, -1.51527], [-0.48823, 0.74293, -0.59807], [-1.58267, 1.76969, 0.10980], [-2.33831, 2.44825, -0.77641], [0.53921, -2.56528, 1.50451], [-1.07703, -2.49704, 0.78099], [-0.05095, -3.70448, 0.14620], [1.55953, -1.71491, -0.18310], [0.31365, -1.71305, -1.27168], [1.59870, 1.06695, 1.01330], [0.48983, 0.47107, 2.43913], [1.68273, -0.60103, 1.56023], [0.92209, 0.83543, -2.22681], [-0.03684, 2.19986, -2.22553], [1.04256, 2.18178, -0.89288], [-1.14914, 0.22731, -1.30716], [-0.96261, 2.53543, 0.69636], [-2.28744, 1.16800, 0.72645]], "forces_ev_per_a": [[1.615, 1.395, 1.499], [-3.476, -1.584, -0.285], [3.579, 0.610, 0.975], [-0.795, 2.628, 0.716], [-1.488, -0.687, -0.128], [-2.784, 0.998, -0.601], [0.361, 0.628, -1.290], [0.380, -0.107, -0.474], [-1.044, -1.150, -0.582], [-1.057, 0.371, 0.248], [0.718, -0.474, -0.301], [2.391, 0.735, 0.239], [-0.531, 0.674, -0.882], [-1.443, -1.438, 0.534], [0.677, -0.648, -2.495], [0.105, -0.599, 0.217], [1.228, -0.081, 0.400], [-0.619, -0.258, 0.844], [1.521, 0.348, 0.183], [-0.100, -0.113, 0.155], [-0.143, -0.917, 0.390], [0.905, -0.332, 0.638]], "mulliken_charge": [-1.1440, -0.7846, 0.2058, -1.0747, -1.3005, -0.0292, -0.6197, -0.8917, 0.1915, 0.3485, 0.3959, 0.5366, 0.4532, 0.2796, 0.1807, 0.5004, 0.3218, 0.3566, 0.3602, 0.3152, 0.1346, 0.2639]}